[1]
Molecular formula: C18H28F2N6O12
Method: DFT, ωB97M-V/def2-TZVPD

Last column: natural (NBO) charge in e.
Atoms and positions in Å:
C (-0.06, 4.60, -2.40)  -0.4917
N (0.05, 4.55, -0.88)  0.5426
O (0.31, 3.56, -0.27)  -0.3828
O (-0.29, 5.56, -0.31)  -0.3861
H (0.48, 5.45, -2.82)  0.2395
H (-1.11, 4.79, -2.63)  0.2497
H (0.32, 3.62, -2.76)  0.2317
C (5.51, 0.08, -0.18)  -0.4859
N (4.45, 1.18, -0.47)  0.5499
O (3.43, 0.78, -1.04)  -0.4319
O (4.60, 2.25, 0.01)  -0.3400
H (5.58, -0.45, -1.09)  0.2366
H (5.16, -0.45, 0.72)  0.2460
H (6.40, 0.67, 0.06)  0.2244
C (3.38, -2.81, -1.17)  -0.4991
N (3.32, -2.20, -2.52)  0.5334
O (4.30, -1.66, -2.97)  -0.3639
O (2.28, -2.33, -3.19)  -0.4097
H (2.63, -3.55, -1.07)  0.2660
H (3.15, -2.10, -0.42)  0.2376
H (4.42, -3.01, -0.98)  0.2352
C (0.47, -0.61, -1.18)  -0.4766
N (-0.70, -1.52, -1.14)  0.5359
O (-0.51, -2.70, -0.83)  -0.3895
O (-1.77, -1.07, -1.56)  -0.3893
H (0.87, -0.78, -2.19)  0.2658
H (1.17, -0.93, -0.42)  0.2276
H (0.19, 0.39, -1.02)  0.2388
C (0.09, -4.00, 2.10)  -0.4967
N (1.51, -4.15, 1.62)  0.5488
O (2.41, -3.92, 2.40)  -0.3870
O (1.60, -4.68, 0.56)  -0.3856
H (-0.37, -3.25, 1.44)  0.2534
H (0.01, -3.91, 3.19)  0.2363
H (-0.32, -4.93, 1.83)  0.2313
C (-3.85, -2.89, 0.14)  -0.4948
N (-3.37, -3.28, 1.61)  0.5438
O (-3.68, -4.32, 2.07)  -0.3459
O (-2.81, -2.36, 2.22)  -0.4317
H (-2.90, -2.61, -0.35)  0.2500
H (-4.48, -2.06, 0.53)  0.2372
H (-4.35, -3.73, -0.44)  0.2319
F (3.05, -0.35, 1.83)  -0.3699
C (1.98, -0.16, 2.66)  0.4447
C (1.06, 0.77, 2.17)  -0.3028
C (-0.12, 0.98, 2.87)  -0.1885
C (-0.35, 0.22, 3.99)  -0.2243
C (0.57, -0.65, 4.42)  -0.1810
C (1.74, -0.92, 3.71)  -0.3297
H (1.27, 1.32, 1.23)  0.2415
H (-0.81, 1.76, 2.49)  0.2273
H (-1.28, 0.36, 4.48)  0.2187
H (0.44, -1.17, 5.42)  0.2187
H (2.25, -1.79, 4.03)  0.2469
F (-5.77, 3.26, -3.90)  -0.3186
C (-4.82, 3.26, -2.98)  0.3990
C (-4.71, 4.36, -2.16)  -0.2971
C (-3.75, 4.29, -1.07)  -0.1802
C (-2.97, 3.12, -0.96)  -0.2673
C (-3.17, 2.09, -1.85)  -0.2018
C (-4.08, 2.12, -2.85)  -0.2959
H (-5.34, 5.19, -2.27)  0.2265
H (-3.62, 5.13, -0.37)  0.2256
H (-2.36, 3.13, -0.06)  0.2264
H (-2.47, 1.20, -1.60)  0.2379
H (-4.27, 1.22, -3.45)  0.2387

The value obtained for the gap between HOMO and LUMO is 9.10 eV. The value obtained for the HOMO energy is -9.455 eV. The calculation puts the energy above the lowest of the compared OMol25 structures with the same formula, charge and spin at 0.5902 eV. The structure (SMILES) is C[N+](=O)[O-].C[N+](=O)[O-].C[N+](=O)[O-].C[N+](=O)[O-].C[N+](=O)[O-].C[N+](=O)[O-].Fc1ccccc1.Fc1ccccc1.

[2]
Molecular formula: C18H28IN4O9P
Method: DFT, ωB97M-V/def2-TZVPD

Last column: natural (NBO) charge in e.
Atoms and positions in Å:
C (4.08, 2.53, -0.32)  -0.6211
C (4.27, 1.12, -1.01)  -0.4393
C (2.93, 0.30, -1.22)  -0.3639
I (1.81, 1.26, -2.82)  0.1510
C (2.09, 0.02, 0.10)  0.3544
O (3.11, -0.19, 1.09)  -0.7021
N (1.31, -1.27, 0.12)  -0.5981
C (0.06, -0.90, -0.53)  0.7551
N (-0.59, -1.74, -1.28)  -0.3948
C (-0.15, -3.12, -1.54)  -0.2287
C (-1.31, -4.17, -1.57)  -0.5199
C (-1.63, -4.78, -0.14)  0.7360
O (-0.81, -4.86, 0.75)  -0.5527
N (-2.99, -5.30, 0.04)  -0.6979
C (-3.82, -4.34, 0.77)  0.1120
C (-3.71, -4.14, 2.24)  -0.2303
C (-4.55, -3.12, 2.90)  -0.2128
C (-5.52, -2.30, 2.13)  -0.2180
C (-5.65, -2.49, 0.68)  -0.2198
C (-4.79, -3.50, 0.04)  -0.1897
C (-1.84, -1.22, -1.95)  0.8194
O (-2.95, -1.26, -1.42)  -0.6767
O (-1.68, -0.76, -3.15)  -0.6998
N (-0.29, 0.48, -0.26)  -0.7540
P (-1.73, 0.73, 0.69)  2.4139
O (-2.07, -0.53, 1.41)  -1.0712
O (-2.98, 1.27, -0.26)  -0.9562
O (-1.52, 1.91, 1.85)  -0.9667
C (0.91, 0.97, 0.49)  0.2283
O (1.12, 2.35, 0.66)  -0.6835
H (3.16, 3.01, -0.77)  0.2372
H (3.86, 2.39, 0.77)  0.2056
H (4.92, 3.25, -0.49)  0.2253
H (4.68, 1.32, -2.05)  0.2207
H (5.07, 0.57, -0.46)  0.2110
H (3.24, -0.71, -1.62)  0.2168
H (3.64, -0.97, 0.85)  0.4779
H (1.92, -1.89, -0.42)  0.3884
H (0.65, -3.50, -0.86)  0.2357
H (0.31, -3.11, -2.58)  0.2381
H (-0.93, -5.05, -2.17)  0.2508
H (-2.25, -3.84, -2.08)  0.2746
H (-2.89, -6.13, 0.64)  0.3846
H (-2.99, -4.78, 2.81)  0.2257
H (-4.48, -2.93, 4.01)  0.2215
H (-6.18, -1.53, 2.63)  0.2180
H (-6.34, -1.91, 0.02)  0.2260
H (-4.85, -3.66, -1.07)  0.2270
H (-3.71, 0.64, -0.04)  0.5379
H (-2.37, 2.41, 1.90)  0.5202
H (0.69, 0.60, 1.55)  0.1824
H (1.25, 2.46, 1.62)  0.4969
C (3.70, 7.44, 0.47)  -0.6324
C (3.86, 6.42, -0.65)  -0.0608
O (3.32, 5.16, -0.26)  -0.7251
H (4.20, 7.09, 1.37)  0.2117
H (4.11, 8.40, 0.18)  0.2127
H (2.64, 7.57, 0.72)  0.1977
H (4.91, 6.28, -0.88)  0.1761
H (3.34, 6.76, -1.56)  0.1590
H (2.39, 5.29, -0.06)  0.4659

The value obtained for the gap between HOMO and LUMO is 8.24 eV. The value obtained for the HOMO energy is -8.363 eV.

[3]
Molecular formula: C18H28N2O
Method: DFT, ωB97M-V/def2-TZVPD

Last column: natural (NBO) charge in e.
Atoms and positions in Å:
C (3.17, 3.70, 3.04)  -0.6051
C (2.85, 2.45, 2.22)  -0.3810
C (1.73, 1.60, 2.86)  -0.3164
C (0.35, 2.28, 2.88)  -0.3997
C (-0.06, 2.71, 4.29)  -0.5995
C (1.72, 0.20, 2.25)  0.7074
O (2.10, -0.74, 2.93)  -0.6403
N (1.35, 0.02, 0.96)  -0.4551
C (0.82, 0.97, 0.02)  -0.2069
C (-0.58, 0.55, -0.42)  -0.2238
N (-0.50, -0.76, -1.03)  -0.4681
C (-1.58, -1.18, -1.84)  0.1689
C (-2.87, -0.70, -1.65)  -0.2610
C (-3.90, -1.13, -2.46)  -0.1971
C (-3.65, -2.05, -3.46)  -0.2530
C (-2.37, -2.53, -3.67)  0.0929
C (-2.12, -3.52, -4.77)  -0.6511
C (-1.32, -2.08, -2.88)  -0.0594
C (0.09, -2.53, -3.16)  -0.6489
C (-0.03, -1.72, -0.05)  -0.2184
C (1.37, -1.32, 0.41)  -0.2342
H (3.45, 3.42, 4.06)  0.2056
H (3.99, 4.24, 2.59)  0.2129
H (2.31, 4.36, 3.09)  0.1994
H (3.75, 1.83, 2.16)  0.2117
H (2.59, 2.75, 1.21)  0.1921
H (2.03, 1.42, 3.90)  0.2321
H (0.35, 3.16, 2.23)  0.1952
H (-0.41, 1.59, 2.51)  0.2051
H (0.66, 3.41, 4.70)  0.2032
H (-1.03, 3.19, 4.27)  0.2081
H (-0.11, 1.85, 4.94)  0.2093
H (0.79, 1.97, 0.45)  0.2165
H (1.48, 0.99, -0.86)  0.1971
H (-0.96, 1.26, -1.16)  0.2160
H (-1.25, 0.57, 0.46)  0.1673
H (-3.08, 0.01, -0.86)  0.2112
H (-4.90, -0.75, -2.31)  0.2110
H (-4.47, -2.40, -4.08)  0.2057
H (-1.59, -4.39, -4.40)  0.2158
H (-3.06, -3.85, -5.22)  0.2156
H (-1.51, -3.07, -5.56)  0.2159
H (0.79, -1.88, -2.65)  0.2317
H (0.25, -3.56, -2.82)  0.2154
H (0.28, -2.51, -4.23)  0.2181
H (0.00, -2.72, -0.50)  0.2149
H (-0.70, -1.76, 0.83)  0.1781
H (1.73, -2.00, 1.19)  0.2554
H (2.06, -1.34, -0.44)  0.1892

The value obtained for the gap between HOMO and LUMO is 9.00 eV. The value obtained for the HOMO energy is -8.216 eV. The calculation puts the energy above the lowest of the compared OMol25 structures with the same formula, charge and spin at 0.0581 eV. The structure (SMILES) is CCC(CC)C(=O)N1CCN(c2cccc(C)c2C)CC1.

[4]
Molecular formula: C18H28N2O3
Method: DFT, ωB97M-V/def2-TZVPD

Last column: natural (NBO) charge in e.
Atoms and positions in Å:
C (5.41, 3.28, -0.71)  -0.6214
C (5.59, 2.02, 0.12)  -0.0779
O (4.35, 1.32, 0.19)  -0.5199
C (4.39, -0.02, 0.11)  0.7741
O (5.42, -0.64, -0.01)  -0.6282
C (3.06, -0.61, 0.16)  -0.0550
C (1.82, 0.00, 0.35)  0.0355
C (1.57, 1.44, 0.64)  -0.6500
C (0.86, -1.04, 0.30)  -0.2512
C (-0.61, -0.94, 0.43)  0.6775
O (-1.29, -1.79, 0.99)  -0.6462
N (-1.14, 0.17, -0.15)  -0.6116
C (-2.56, 0.48, -0.18)  -0.0378
C (-3.35, -0.63, -0.89)  -0.4183
C (-4.57, -0.09, -1.64)  -0.3913
C (-5.74, 0.31, -0.75)  -0.3900
C (-5.39, 1.32, 0.34)  -0.4054
C (-4.55, 0.71, 1.47)  -0.4019
C (-3.03, 0.77, 1.25)  -0.4080
C (1.54, -2.24, 0.11)  0.2555
C (0.97, -3.60, 0.01)  -0.6714
N (2.86, -1.97, 0.01)  -0.2838
C (3.90, -2.93, -0.21)  -0.4020
H (6.35, 3.83, -0.75)  0.2154
H (4.64, 3.91, -0.27)  0.2092
H (5.11, 3.02, -1.72)  0.2112
H (6.34, 1.36, -0.32)  0.2099
H (5.89, 2.27, 1.14)  0.1784
H (0.60, 1.56, 1.13)  0.2218
H (1.59, 2.03, -0.27)  0.2174
H (2.34, 1.82, 1.30)  0.2405
H (-0.51, 0.76, -0.68)  0.4012
H (-2.65, 1.39, -0.78)  0.1936
H (-2.68, -1.10, -1.61)  0.2131
H (-3.64, -1.40, -0.17)  0.2220
H (-4.26, 0.77, -2.24)  0.1862
H (-4.92, -0.86, -2.33)  0.2081
H (-6.52, 0.73, -1.38)  0.2033
H (-6.15, -0.58, -0.27)  0.1934
H (-4.87, 2.18, -0.09)  0.1906
H (-6.32, 1.69, 0.77)  0.2085
H (-4.86, -0.32, 1.61)  0.1989
H (-4.76, 1.24, 2.40)  0.2105
H (-2.66, 1.75, 1.54)  0.1953
H (-2.57, 0.03, 1.91)  0.2330
H (-0.09, -3.54, 0.21)  0.2708
H (1.12, -4.02, -0.99)  0.2182
H (1.43, -4.27, 0.74)  0.2234
H (3.45, -3.91, -0.39)  0.2079
H (4.50, -2.65, -1.08)  0.2259
H (4.56, -2.98, 0.65)  0.2208

The value obtained for the gap between HOMO and LUMO is 9.00 eV. The value obtained for the HOMO energy is -8.291 eV. The calculation puts the energy above the lowest of the compared OMol25 structures with the same formula, charge and spin at 0.0037 eV. The structure (SMILES) is CCOC(=O)c1c(C)c(C(=O)NC2CCCCCC2)c(C)n1C.

[5]
Molecular formula: C18H28N2O4S
Method: DFT, ωB97M-V/def2-TZVPD

Last column: natural (NBO) charge in e.
Atoms and positions in Å:
C (-6.77, -1.34, -1.27)  -0.6431
C (-6.30, -0.25, -0.32)  -0.0772
O (-6.11, -0.68, 1.02)  -0.5399
C (-5.13, -1.67, 1.24)  -0.0603
C (-3.71, -1.26, 0.83)  -0.4428
C (-3.31, 0.07, 1.47)  -0.2266
N (-2.09, 0.60, 0.90)  -0.6242
C (-2.10, 1.26, -0.28)  0.6962
O (-3.12, 1.50, -0.90)  -0.6389
C (-0.72, 1.70, -0.76)  -0.3121
C (-0.05, 2.62, 0.27)  -0.4166
C (1.38, 2.94, -0.15)  -0.2324
N (2.15, 1.73, -0.33)  -0.6673
S (2.52, 0.94, 1.11)  2.3130
O (1.47, 0.05, 1.55)  -0.9675
O (2.94, 1.95, 2.03)  -0.9365
C (3.93, -0.03, 0.59)  -0.3794
C (3.88, -1.41, 0.61)  -0.1647
C (4.99, -2.12, 0.19)  -0.2217
C (6.14, -1.47, -0.23)  0.0192
C (7.35, -2.24, -0.68)  -0.6322
C (6.16, -0.08, -0.24)  -0.2340
C (5.06, 0.65, 0.17)  -0.1010
C (1.59, 0.86, -1.35)  -0.2303
C (0.15, 0.46, -1.06)  -0.4251
H (-5.98, -2.06, -1.47)  0.1997
H (-7.07, -0.89, -2.22)  0.2167
H (-7.63, -1.87, -0.85)  0.2092
H (-7.08, 0.52, -0.23)  0.1859
H (-5.40, 0.23, -0.71)  0.1884
H (-5.40, -2.61, 0.73)  0.1654
H (-5.17, -1.84, 2.32)  0.1835
H (-3.66, -1.14, -0.26)  0.2116
H (-3.02, -2.05, 1.12)  0.2061
H (-3.17, -0.05, 2.55)  0.1988
H (-4.11, 0.80, 1.29)  0.2289
H (-1.22, 0.34, 1.32)  0.4072
H (-0.87, 2.26, -1.69)  0.2230
H (-0.01, 2.14, 1.24)  0.2132
H (-0.63, 3.54, 0.36)  0.2243
H (1.40, 3.50, -1.09)  0.2018
H (1.88, 3.52, 0.62)  0.2388
H (2.99, -1.89, 0.95)  0.2411
H (4.97, -3.20, 0.20)  0.2167
H (7.15, -3.30, -0.69)  0.2179
H (8.18, -2.05, 0.00)  0.2268
H (7.66, -1.92, -1.67)  0.2242
H (7.05, 0.44, -0.57)  0.2163
H (5.06, 1.73, 0.18)  0.2284
H (1.66, 1.40, -2.31)  0.2061
H (2.23, -0.03, -1.41)  0.2171
H (-0.27, -0.08, -1.91)  0.2200
H (0.15, -0.21, -0.20)  0.2280

The value obtained for the gap between HOMO and LUMO is 9.68 eV. The value obtained for the HOMO energy is -9.126 eV. The calculation puts the energy above the lowest of the compared OMol25 structures with the same formula, charge and spin at 0.3967 eV. The structure (SMILES) is CCOCCCNC(=O)C1CCN(S(=O)(=O)c2ccc(C)cc2)CC1.

[6]
Molecular formula: C18H29As2AuN3O8S2
Method: DFT, ωB97M-V/def2-TZVPD

Last column: natural (NBO) charge in e.
Atoms and positions in Å:
Au (-1.05, 1.16, 0.74)  0.9699
C (1.49, -0.05, -1.56)  -0.9638
As (0.85, 1.50, -0.61)  1.1723
C (2.31, 2.06, 0.52)  -0.9448
C (0.46, 2.85, -1.89)  -0.4150
C (1.21, 2.94, -3.06)  -0.1887
C (0.90, 3.93, -3.98)  -0.1886
C (-0.13, 4.82, -3.72)  -0.1865
C (-0.87, 4.72, -2.55)  -0.1523
C (-0.58, 3.73, -1.61)  -0.3518
As (-1.55, 3.72, 0.16)  1.3682
C (-0.49, 5.10, 0.98)  -0.9497
C (-3.24, 4.39, -0.50)  -0.9504
H (2.50, 0.15, -1.92)  0.2516
H (0.83, -0.25, -2.41)  0.2549
H (1.50, -0.91, -0.90)  0.2859
H (3.11, 2.44, -0.11)  0.2525
H (2.66, 1.20, 1.09)  0.2605
H (1.96, 2.82, 1.20)  0.2653
H (2.01, 2.25, -3.27)  0.2202
H (1.47, 4.00, -4.90)  0.2357
H (-0.38, 5.58, -4.45)  0.2343
H (-1.66, 5.43, -2.38)  0.2134
H (-0.19, 5.81, 0.21)  0.2391
H (0.38, 4.65, 1.44)  0.2573
H (-1.09, 5.58, 1.75)  0.2725
H (-3.10, 5.42, -0.82)  0.2420
H (-3.97, 4.36, 0.30)  0.2818
H (-3.57, 3.79, -1.35)  0.2470
O (-2.59, 3.63, 1.96)  -1.0093
S (-2.13, 2.52, 2.91)  2.5666
O (-2.68, 2.65, 4.21)  -0.8976
O (-2.58, 1.24, 2.18)  -1.0167
O (-0.65, 2.51, 2.84)  -1.0484
C (4.25, -4.46, 0.91)  -0.6201
C (2.93, -5.21, 0.72)  -0.6569
S (1.57, -4.12, 1.04)  2.1803
O (1.57, -3.74, 2.43)  -0.9527
O (1.57, -3.07, 0.04)  -0.9867
C (0.13, -5.13, 0.74)  -0.6854
C (-1.15, -4.45, 1.19)  -0.2172
N (-1.38, -3.13, 0.57)  -0.3161
C (-1.27, -1.95, 1.21)  0.4829
N (-1.38, -0.95, 0.34)  -0.5771
C (-1.55, -1.48, -0.90)  -0.0104
C (-1.55, -2.83, -0.77)  0.1522
N (-1.76, -3.78, -1.82)  0.5290
O (-1.85, -4.96, -1.51)  -0.3847
O (-1.82, -3.34, -2.94)  -0.3385
C (-1.11, -1.78, 2.68)  -0.7004
H (5.07, -5.14, 0.72)  0.2387
H (4.33, -4.08, 1.92)  0.2353
H (4.32, -3.63, 0.21)  0.2268
H (2.83, -6.04, 1.42)  0.2470
H (2.81, -5.58, -0.30)  0.2450
H (0.26, -6.05, 1.33)  0.2633
H (0.11, -5.39, -0.31)  0.2648
H (-1.13, -4.28, 2.26)  0.2457
H (-1.99, -5.10, 0.95)  0.2581
H (-1.70, -0.90, -1.79)  0.2499
H (-1.89, -2.34, 3.21)  0.2521
H (-1.23, -0.73, 2.93)  0.2708
H (-0.14, -2.14, 3.01)  0.2766

The value obtained for the gap between HOMO and LUMO is 7.00 eV. The value obtained for the HOMO energy is -11.784 eV. The total charge is +1. The calculation puts the energy above the lowest of the compared OMol25 structures with the same formula, charge and spin at 0.2636 eV.

Repeat the third record exactly.
Molecular formula: C18H28N2O
Method: DFT, ωB97M-V/def2-TZVPD

Last column: natural (NBO) charge in e.
Atoms and positions in Å:
C (3.17, 3.70, 3.04)  -0.6051
C (2.85, 2.45, 2.22)  -0.3810
C (1.73, 1.60, 2.86)  -0.3164
C (0.35, 2.28, 2.88)  -0.3997
C (-0.06, 2.71, 4.29)  -0.5995
C (1.72, 0.20, 2.25)  0.7074
O (2.10, -0.74, 2.93)  -0.6403
N (1.35, 0.02, 0.96)  -0.4551
C (0.82, 0.97, 0.02)  -0.2069
C (-0.58, 0.55, -0.42)  -0.2238
N (-0.50, -0.76, -1.03)  -0.4681
C (-1.58, -1.18, -1.84)  0.1689
C (-2.87, -0.70, -1.65)  -0.2610
C (-3.90, -1.13, -2.46)  -0.1971
C (-3.65, -2.05, -3.46)  -0.2530
C (-2.37, -2.53, -3.67)  0.0929
C (-2.12, -3.52, -4.77)  -0.6511
C (-1.32, -2.08, -2.88)  -0.0594
C (0.09, -2.53, -3.16)  -0.6489
C (-0.03, -1.72, -0.05)  -0.2184
C (1.37, -1.32, 0.41)  -0.2342
H (3.45, 3.42, 4.06)  0.2056
H (3.99, 4.24, 2.59)  0.2129
H (2.31, 4.36, 3.09)  0.1994
H (3.75, 1.83, 2.16)  0.2117
H (2.59, 2.75, 1.21)  0.1921
H (2.03, 1.42, 3.90)  0.2321
H (0.35, 3.16, 2.23)  0.1952
H (-0.41, 1.59, 2.51)  0.2051
H (0.66, 3.41, 4.70)  0.2032
H (-1.03, 3.19, 4.27)  0.2081
H (-0.11, 1.85, 4.94)  0.2093
H (0.79, 1.97, 0.45)  0.2165
H (1.48, 0.99, -0.86)  0.1971
H (-0.96, 1.26, -1.16)  0.2160
H (-1.25, 0.57, 0.46)  0.1673
H (-3.08, 0.01, -0.86)  0.2112
H (-4.90, -0.75, -2.31)  0.2110
H (-4.47, -2.40, -4.08)  0.2057
H (-1.59, -4.39, -4.40)  0.2158
H (-3.06, -3.85, -5.22)  0.2156
H (-1.51, -3.07, -5.56)  0.2159
H (0.79, -1.88, -2.65)  0.2317
H (0.25, -3.56, -2.82)  0.2154
H (0.28, -2.51, -4.23)  0.2181
H (0.00, -2.72, -0.50)  0.2149
H (-0.70, -1.76, 0.83)  0.1781
H (1.73, -2.00, 1.19)  0.2554
H (2.06, -1.34, -0.44)  0.1892

The value obtained for the gap between HOMO and LUMO is 9.00 eV. The value obtained for the HOMO energy is -8.216 eV. The calculation puts the energy above the lowest of the compared OMol25 structures with the same formula, charge and spin at 0.0581 eV. The structure (SMILES) is CCC(CC)C(=O)N1CCN(c2cccc(C)c2C)CC1.

Which of these has the highest gap between HOMO and LUMO? C18H28N2O4S

Among the records above, which one has the lowest HOMO? C18H29As2AuN3O8S2

What is the gap between HOMO and LUMO in the first record? 9.10 eV